A:
The following is a quantum chemistry calculation of a molecular structure, C2H2F3P, from the Open Molecules 2025 dataset.

For the HOMO energy, the calculation gives -9.0 eV. The orbital gap comes out at 8.4 eV. The spin multiplicity is 1. The value obtained for the LUMO energy is -0.67 eV.

Cartesian coordinates (Å):
C1 -0.36624 -0.87817 0.17854
C2 -0.00358 -0.47879 -1.20204
F1 -1.45758 -0.39154 0.75755
F2 -1.01658 -0.17837 -2.03841
F3 0.76578 -1.41138 -1.80955
P1 1.03152 0.98440 -0.52980
H1 0.20832 -1.58774 0.74358
H2 -0.12021 1.77470 -0.47649

B:
The following is a quantum chemistry calculation of a single C2H2F3P molecule, from the Open Molecules 2025 dataset.

For the HOMO energy, the calculation gives -10.2 eV. As for the structure (SMILES): [H]/P=C(\F)C(F)F. The orbital gap comes out at 9.6 eV. The spin multiplicity is 1. The value obtained for the LUMO energy is -0.63 eV.

Cartesian coordinates (Å):
C1 -0.46270 0.08304 -0.05796
C2 0.99271 -0.22905 0.09023
F1 -1.00701 -0.39482 -1.26153
F2 1.51044 -0.94291 -1.01850
F3 1.26722 -1.05423 1.09307
P1 -1.45650 1.03722 0.91698
H1 1.62155 0.71543 0.18827
H2 -2.46572 0.78532 0.04943

In kJ/mol, relative to the most stable structure: A 76.4; B 0.0.